DFT (ωB97M-V with the def2-TZVPD basis set) results for a molecular structure, C46H72FI2N2O4P2ReSb2.

Multiplicity: 4
Energy relative to the best compared isomer or geometry (same formula, charge and spin), kJ/mol: 0.00
Total charge: +1
LUMO (spin up / spin down), eV: -2.82 / -3.65
Frontier orbital gap (spin up / spin down), Eh: 0.24503 / 0.22796
Largest force on an atom, Eh/bohr: 0.0298
Highest occupied orbital energy (spin up / spin down), eV: -9.5 / -9.9

Last column: Mulliken charge in e.
Geometry (Å):
Re  -1.10948  0.24104  -0.33302  1.499
I  -5.09760  3.51921  -1.69479  0.012
I  -1.24012  7.66259  0.21354  0.089
Sb  2.14360  -4.64218  -0.95451  0.602
Sb  3.13914  -0.91758  0.18702  0.306
P  0.06640  0.57686  -2.48284  -0.514
P  -3.47865  -2.23799  -0.03761  -0.486
F  -4.09075  1.19542  5.68495  -0.387
O  -0.80564  1.04720  -3.71480  -0.102
O  0.78004  -0.77767  -2.84263  0.567
O  1.23064  1.64269  -2.57614  0.385
O  -2.52236  1.70350  -1.11218  -0.504
N  -0.17444  2.27087  -0.06105  0.862
N  -2.28116  -1.16407  -0.07735  0.231
C  -2.13339  0.57683  -4.04920  1.143
C  -3.11173  1.72589  3.61703  -0.861
C  4.14659  -5.09579  -0.18423  -2.051
C  -1.02969  3.31720  -0.25802  -0.474
C  -5.13434  -0.05013  0.57187  -1.989
C  4.71843  -5.02224  3.55210  -0.819
C  -2.89430  5.31241  -0.62604  -0.282
C  -0.33726  -0.02566  1.66763  -1.741
C  -2.34921  0.81075  -5.52258  -1.638
C  3.77806  0.26755  1.87023  -1.456
C  4.37702  -5.42436  2.27164  -0.529
C  -4.76289  -1.37937  -2.30732  -1.979
C  1.51649  -0.96433  -4.08486  -0.087
C  -3.21723  3.97630  -0.93944  0.172
C  -2.00949  -3.38089  2.03461  -2.061
C  -1.47771  -0.50596  3.86781  -0.473
C  -1.36728  0.28412  2.72466  0.437
C  4.12019  0.27662  -1.31790  -1.245
C  1.51610  3.81467  0.59671  -1.738
C  0.65212  4.86881  0.46860  -1.301
C  -2.30061  2.95544  -0.78965  -0.523
C  1.54898  3.21314  -4.39548  -1.568
C  5.26594  -2.86201  2.68329  -0.650
C  -3.19435  0.90540  4.72308  0.261
C  -4.92390  -1.52741  0.93544  2.723
C  -4.81568  -3.85222  -2.00228  -1.754
C  -4.54322  -1.55935  2.42467  -2.214
C  -2.82946  -3.78970  0.79920  2.698
C  -6.23870  -2.29308  0.74570  -1.899
C  1.04606  3.02524  -2.98655  -0.050
C  -0.66847  4.65054  0.02363  1.395
C  1.30102  -2.38220  -4.54961  -1.103
C  5.18620  -3.73245  3.75734  -0.826
C  4.90362  -2.21171  0.30851  -1.475
C  1.64121  -6.72462  -1.17646  -1.454
C  -1.85652  -4.47889  -0.16750  -2.272
C  -3.95773  -2.59279  -1.81752  3.085
C  4.87360  -3.23853  1.39727  0.920
C  -3.90329  -4.80425  1.20923  -1.825
C  -2.38799  -0.20412  4.87174  -0.673
C  -2.70416  -2.72165  -2.70038  -2.870
C  -1.65231  5.65563  -0.16791  -0.310
C  -2.19395  1.40651  2.62723  0.001
C  1.22289  -4.39126  0.97380  -0.338
C  1.05977  2.52003  0.32758  -0.373
C  4.45534  -4.55958  1.17976  0.980
H  -3.39394  -5.68617  1.60630  0.488
H  -1.96104  -1.95224  -2.49011  0.624
H  3.02852  1.00122  2.16641  0.375
H  -3.64815  6.07516  -0.76276  0.458
H  0.97682  5.87582  0.69526  0.230
H  -4.84634  -1.43653  -3.39581  0.628
H  2.33221  -7.19084  -1.87820  0.436
H  0.99591  -5.36130  1.41587  0.565
H  -3.75518  2.59180  3.53813  0.534
H  -2.20517  -0.48097  -3.80378  -0.376
H  -2.12440  2.05622  1.76214  0.738
H  -3.56575  -1.11516  2.60590  0.404
H  -1.66349  0.21258  -6.12302  0.340
H  3.93776  -0.40373  2.71354  0.448
H  -6.67308  -2.14338  -0.24003  0.329
H  -3.37044  0.53528  -5.78777  0.437
H  4.85666  -4.74069  -0.93001  0.509
H  0.63148  -6.83448  -1.56793  0.381
H  1.90436  -3.85715  1.63522  0.439
H  -1.12901  -3.77829  -0.58202  0.095
H  5.02864  -2.64630  -0.68310  0.535
H  -5.77315  -1.37556  -1.90817  0.322
H  -4.19958  0.49682  0.47462  0.424
H  -2.84059  1.13675  -3.43965  -0.016
H  -6.14555  -3.36088  0.92749  0.328
H  4.53372  -0.39495  -2.07112  0.404
H  5.49670  -3.40985  4.74215  0.421
H  2.53762  3.95886  0.91865  0.627
H  4.71102  0.77716  1.62982  0.480
H  1.16931  -0.24178  -4.82471  0.324
H  1.71382  -7.22624  -0.21168  0.413
H  4.64798  -5.71796  4.37755  0.418
H  -0.83019  -1.36700  3.98143  0.474
H  4.18814  -6.18400  -0.17217  0.647
H  -1.30582  -5.23736  0.39197  0.840
H  -2.36706  -4.98734  -0.98214  0.067
H  3.42543  0.96117  -1.80147  0.070
H  1.76520  -3.09352  -3.86768  0.066
H  4.05103  -6.44461  2.10214  0.394
H  0.09496  -1.01870  1.80085  0.286
H  1.71623  1.66926  0.44233  0.400
H  1.46882  4.26584  -4.66919  0.478
H  -2.22030  -3.68764  -2.59999  0.177
H  1.73429  -2.50953  -5.54200  0.412
H  -5.70779  0.41766  1.37548  0.560
H  5.70490  -1.49180  0.47804  0.693
H  -3.01810  -2.62789  -3.74384  0.808
H  -2.62369  -3.27003  2.92304  0.478
H  -4.56077  -2.56277  2.84095  0.199
H  2.56339  -0.75736  -3.86508  0.187
H  -5.28290  -0.97017  2.97002  0.770
H  -4.28689  -0.43540  -2.04557  0.178
H  5.65221  -1.86047  2.83641  0.547
H  4.93310  0.84000  -0.86111  0.523
H  0.30915  -3.81032  0.86158  -0.907
H  -5.69858  0.08437  -0.34616  0.298
H  -4.26201  -4.76843  -1.81195  0.314
H  -4.55829  -4.43516  1.99411  0.370
H  0.48210  0.68433  1.78536  0.839
H  -0.00610  3.29662  -2.89854  0.207
H  -2.20614  1.86266  -5.76836  0.347
H  0.95959  2.62630  -5.09901  0.258
H  -6.95477  -1.90267  1.47317  0.516
H  -1.47442  -2.44855  1.87136  0.023
H  -2.47257  -0.81099  5.76326  0.476
H  -5.70890  -3.85002  -1.38302  0.287
H  0.23520  -2.60786  -4.60390  0.252
H  -1.27182  -4.15937  2.23782  0.719
H  -4.51614  -5.13457  0.37341  0.293
H  2.59482  2.91650  -4.47323  0.316
H  1.62136  3.61667  -2.27582  0.373
H  -5.14259  -3.88438  -3.04488  0.530